{
  "formula": "C2H6ClIN2",
  "method": "wB97M-V/def2-TZVPD",
  "relative_energy_ev": 2.283,
  "e_tot_ha": -947.01701,
  "homo_ha": [-0.3203, -0.3341],
  "species": ["C", "C", "N", "N", "Cl", "I", "H", "H", "H", "H", "H", "H"],
  "coordinates": [[-0.2066, -1.0417, 0.9694], [0.9325, -0.0199, 0.5534], [-1.2219, 1.4712, -0.6386], [0.7829, 0.6550, -0.6531], [0.8596, -0.3825, -2.0207], [-2.0435, 0.7362, -2.2116], [-0.1741, -1.8070, 0.1869], [0.1496, -1.6417, 1.8333], [-1.1627, -0.5648, 0.9673], [0.9220, 0.8754, 1.1732], [1.8559, -0.5777, 0.7675], [-0.6938, 2.2975, -0.9271]],
  "atomic_forces_ev_per_a": [[2.3, -0.5, -1.0], [-1.5, -1.0, 2.8], [1.9, 0.0, 1.4], [-0.1, 0.5, -2.6], [0.3, 0.0, 0.4], [-1.3, -0.4, -1.3], [-0.4, 0.1, -0.2], [-0.8, 0.9, 0.0], [-0.6, 0.1, 0.6], [0.0, -0.3, 1.0], [0.2, 0.5, -0.9], [-0.2, 0.0, -0.1]]
}